Density functional theory data (the ωB97M-V functional and the def2-TZVPD basis) for a molecular structure, C22H26ClIrNOP at a distorted geometry.

Properties
F_max = 7.49 eV/Å
HOMO-LUMO gap (alpha / beta) = 0.326 / 0.177 Eh
2S+1 = 5
Total charge = +2

Element x y z (Å)
C  -3.9321  1.6604  0.1521
P  -0.4644  -0.0814  -1.0983
H  -3.3392  3.7264  -2.5268
Cl  -0.8132  -2.8539  -0.0722
H  1.0116  -0.6038  -5.8669
H  4.4648  2.8049  -0.8358
C  -1.9141  1.0155  -1.0281
H  -2.5949  0.0322  0.7490
C  1.8303  -2.3785  5.4016
H  2.2767  -0.9096  -1.1847
H  1.7018  -2.5743  1.4331
Ir  -0.3894  -0.7630  0.8662
H  1.1714  0.3941  -3.5789
C  -1.6257  -2.2103  -4.4072
H  -0.3071  -1.2666  6.2289
H  2.7778  -1.9075  5.1269
H  -0.5357  -0.2921  4.7476
C  1.0981  0.8836  -0.9561
H  1.9276  -3.4718  5.2736
H  0.8538  4.5159  2.0903
C  3.5214  0.8653  -0.9738
C  -0.4219  -1.2968  5.1440
H  1.5761  -2.1326  6.4335
H  -2.3045  -1.8708  -2.3970
C  -4.1237  2.7130  -0.7719
C  -2.8141  0.8210  0.0028
C  1.8555  -2.6169  2.5219
C  -3.2100  2.8983  -1.8153
C  -0.6642  -1.8831  -5.3660
H  0.0975  4.5147  2.1692
C  2.3029  2.9660  -0.7992
O  -0.2573  -1.3047  2.6770
C  1.0855  2.2813  -0.8584
H  1.8860  -3.6721  2.8498
H  -4.9889  3.3828  -0.6426
H  -1.3707  2.2049  -2.7414
C  0.7584  -1.9160  3.2241
C  0.4539  -0.4091  -3.7809
H  2.3077  4.0582  -0.7581
H  -4.6215  1.5046  0.9804
H  -1.2828  -1.9120  4.8642
C  3.5134  2.2645  -0.8494
C  -2.0986  2.0559  -1.9581
H  4.4630  0.3256  -1.0608
H  -2.4781  -2.8297  -4.6832
H  2.8170  -2.1261  2.7805
H  -0.7579  -2.2722  -6.3751
C  0.3519  -0.9608  -5.0705
C  -0.4666  -0.8126  -2.7834
C  -1.5260  -1.6671  -3.1337
N  0.7571  -1.8818  4.5628
H  0.1357  2.8146  -0.8613
C  2.3058  0.1734  -1.0450

natural (NBO) atomic charge list, values in e, 5 entries: number 1, C, carries -0.1887; number 2, P, carries 1.0461; number 3, H, carries 0.2487; number 4, Cl, carries -0.2616; number 5, H, carries 0.2453

Density functional theory data (the ωB97M-V functional and the def2-TZVPD basis) for a molecular structure, C64H94Be2F24N6O20 at a distorted geometry.

Properties
F_max = 4.54 eV/Å
HOMO-LUMO gap = 0.172 Eh

Element x y z (Å)
C  -28.0078  20.2771  -14.9126
C  -24.2046  13.1973  -14.7470
C  -22.2248  17.3232  -4.3100
F  -30.4037  20.1208  -10.7327
H  -24.7761  10.8712  -7.9795
H  -26.6773  19.8302  -13.1052
C  -20.2553  25.9649  -8.1725
O  -31.6275  22.3679  -8.4086
H  -30.6157  16.2915  -9.1741
H  -14.5915  20.1795  -14.9829
N  -25.1936  14.6242  -6.4008
F  -18.3110  14.6428  -18.1838
O  -18.1853  21.3105  -6.4541
C  -18.2750  20.7328  -4.1975
H  -24.9988  22.5439  -13.7895
N  -27.8993  18.0162  -9.5435
O  -22.4463  21.5223  -6.9572
N  -16.0427  12.6382  -7.8087
H  -15.2501  19.8658  -12.3427
H  -25.0698  13.8759  -14.9484
H  -24.7491  11.8885  -13.0500
F  -19.4247  21.4302  -12.3960
C  -18.8059  20.4666  -5.6288
H  -33.6762  23.0431  -10.1691
C  -25.2573  18.1689  -13.8285
H  -34.2311  23.9358  -12.3192
H  -19.5975  22.0097  -7.6671
H  -17.4610  12.7431  -12.6316
H  -17.6091  21.9858  -9.5631
H  -19.2003  25.6656  -7.9863
C  -15.9674  13.8462  -11.4516
C  -21.8548  15.2009  -12.2586
H  -24.0078  12.7886  -6.4305
O  -22.5716  11.2800  -6.7294
H  -16.5613  11.8078  -11.3852
H  -21.4398  17.3438  -11.7335
H  -19.3531  16.8086  -13.5188
H  -19.7263  18.2325  -16.1134
C  -21.1538  16.4019  -12.2740
C  -22.2836  11.5718  -7.9821
H  -26.9704  21.9530  -11.9497
C  -29.0546  16.5800  -10.8425
F  -20.7858  11.2524  -9.6932
O  -22.9317  12.3430  -8.6309
F  -29.7472  20.2170  -8.7250
F  -16.6768  18.3569  -9.8308
H  -15.3180  13.5501  -10.6452
H  -23.0163  18.3861  -7.8741
H  -22.2628  20.4975  -8.9173
C  -22.7333  11.5549  -14.1654
H  -15.8727  18.7053  -13.6410
H  -17.1551  13.5236  -4.9916
F  -19.9280  13.3460  -18.5651
H  -23.4922  24.5152  -12.4808
C  -22.2812  12.2588  -15.2644
H  -23.3293  20.8108  -11.0052
O  -26.2235  18.6101  -14.6005
O  -24.0115  23.1183  -7.9437
H  -32.4472  23.9140  -12.8218
F  -21.1850  9.5542  -8.5314
C  -29.7194  16.7267  -9.5807
H  -27.2840  18.7420  -9.3265
H  -23.7976  11.5338  -5.1820
H  -27.0130  15.1173  -8.9067
C  -23.4037  20.2801  -8.9759
F  -16.4999  19.2119  -7.1011
H  -12.9154  16.2958  -5.3812
H  -22.2579  23.8426  -7.0688
H  -26.0183  11.1698  -6.7093
H  -22.1333  10.8050  -13.7096
C  -23.8467  11.6920  -6.2229
H  -26.8406  17.8036  -6.7655
C  -28.1060  19.4304  -5.9092
Be  -23.3614  21.6119  -8.1179
H  -13.4764  16.2683  -8.4576
C  -33.2253  23.4798  -12.2011
F  -19.6342  15.1181  -19.8609
H  -25.4599  14.4134  -9.4676
N  -21.3085  14.2714  -13.0279
O  -19.8107  16.5604  -17.4044
F  -16.9632  20.7871  -3.8941
H  -24.6836  24.9162  -10.1498
H  -20.6722  18.7091  -18.4561
H  -27.2433  17.7563  -11.4893
C  -17.5038  13.8746  -5.9899
H  -33.3094  22.4366  -12.5399
O  -14.4553  17.4933  -7.1112
H  -21.7698  13.4374  -13.3179
O  -25.9477  18.8582  -5.4463
O  -19.7029  19.7102  -5.8281
C  -19.4939  20.1541  -13.0171
Be  -24.4544  18.7326  -5.3046
F  -18.7873  19.6659  -3.4388
H  -12.5057  17.5821  -7.6365
F  -17.9227  17.5734  -7.3284
H  -11.6508  15.7140  -6.4721
H  -22.6176  17.3140  -2.0977
H  -29.2880  17.9444  -7.9047
C  -19.5531  14.6023  -18.6126
O  -18.0447  19.0655  -14.6107
N  -25.9745  23.3270  -10.7967
C  -23.9627  17.7512  -14.5408
C  -20.4436  17.6094  -16.5917
H  -26.7425  13.4083  -8.6211
H  -22.9567  19.0195  -10.7844
H  -21.4582  18.1643  -4.2776
H  -22.8046  24.7898  -5.9409
C  -21.8426  24.6547  -6.4445
F  -17.5691  17.6848  -11.7323
F  -20.4156  20.3112  -13.9888
H  -24.7532  18.7876  -8.2135
C  -32.8536  23.4341  -10.7469
O  -21.5716  15.1158  -17.1871
O  -23.3887  17.9544  -4.6019
F  -28.9618  21.6227  -10.0706
C  -18.6979  21.4331  -7.7705
H  -15.3120  14.0054  -12.2921
F  -16.9410  17.7595  -5.5256
H  -29.1090  18.9900  -5.9926
H  -28.6144  19.6806  -15.5605
C  -22.2991  16.6109  -2.9133
C  -16.6835  13.1635  -7.0046
C  -16.9822  12.7702  -11.6274
H  -28.0556  17.8942  -3.9492
H  -20.9678  17.1637  -15.7688
F  -19.9855  11.1710  -7.7091
C  -12.7462  15.8531  -6.3563
C  -24.4236  24.0101  -12.1365
C  -20.5009  15.4658  -17.6881
F  -23.0419  18.3684  -13.9032
H  -17.7244  23.2950  -8.5248
H  -21.5838  15.2684  -4.9466
H  -18.7629  20.4686  -8.2400
C  -15.5671  16.9577  -7.3976
F  -18.2081  16.7629  -9.9068
C  -21.9005  16.1892  -5.3379
H  -21.2607  16.4969  -2.7405
C  -21.4873  25.6149  -7.4324
O  -25.3182  18.0729  -12.6305
H  -28.2295  20.0119  -4.9758
N  -23.1586  13.2251  -15.5655
H  -26.8461  16.6581  -4.5819
H  -18.4989  13.5227  -6.0648
H  -17.4770  14.9667  -6.1239
O  -17.1351  20.2015  -12.8633
H  -27.9500  18.6875  -13.5249
H  -20.4428  26.0397  -9.2194
F  -20.0047  19.3517  -12.2079
C  -16.0230  16.1929  -10.7297
H  -17.7491  12.8099  -10.8979
H  -16.7258  22.0828  -8.0372
C  -26.0650  22.5128  -11.8731
H  -28.6268  20.9920  -14.3904
C  -13.2495  16.7646  -7.4944
H  -22.7516  14.9850  -11.6666
H  -26.7268  23.3785  -10.1222
C  -30.0978  20.9781  -9.7424
O  -31.6050  22.6668  -10.6882
H  -23.9041  19.2518  -6.8765
H  -21.3780  16.7716  -6.1380
F  -23.8368  16.4243  -14.5700
C  -23.6936  19.1517  -7.9304
C  -21.0294  10.8552  -8.4660
H  -32.7003  24.4902  -10.4331
C  -27.6383  17.3634  -4.8197
H  -27.9447  20.1633  -6.7133
H  -20.1895  27.0732  -8.0280
C  -26.2572  14.4059  -8.7106
H  -22.3637  26.0568  -7.8065
C  -25.0899  22.9462  -12.7764
C  -27.1335  18.2947  -5.8678
H  -23.0140  15.8133  -2.9470
C  -27.2499  19.4092  -13.9196
H  -16.1731  20.8575  -15.1420
H  -21.6673  19.3507  -17.1760
H  -22.9167  13.8568  -16.2814
C  -17.1521  17.2905  -10.5178
H  -19.9004  14.1942  -14.4754
C  -16.7477  17.9442  -6.8567
C  -25.6707  14.6519  -7.4436
H  -21.4385  12.1647  -15.8809
H  -27.2377  20.8550  -15.3846
C  -21.3032  18.4532  -17.6146
H  -29.3490  16.0120  -11.6844
C  -31.2538  22.1043  -9.4967
H  -15.0649  21.6212  -14.1305
F  -18.8151  21.9452  -3.7393
O  -15.7521  15.9214  -7.9720
O  -16.6897  15.0822  -11.1412
C  -20.2642  14.7987  -13.6954
C  -23.5837  19.8773  -10.4507
C  -28.9787  17.6012  -8.8474
H  -24.6616  19.9569  -10.5944
H  -22.8134  15.9716  -5.8937
C  -27.9708  17.4297  -10.7607
F  -23.8953  18.1074  -15.8519
H  -24.8622  9.8086  -6.5213
C  -24.0069  12.1604  -13.8177
O  -14.8603  16.4494  -10.6576
H  -13.1729  14.8381  -6.3081
H  -28.4661  16.7842  -5.3036
H  -22.0956  17.7829  -17.7861
C  -17.6527  22.2836  -8.5310
C  -24.9280  24.1635  -10.8961
C  -20.1069  16.1028  -13.2336
H  -21.0360  24.2356  -5.7956
C  -15.8034  19.7825  -13.2954
C  -24.9958  10.8604  -6.8688
C  -18.1482  19.7288  -13.6146
C  -15.3693  20.6558  -14.4521

Löwdin atomic charge list, values in e, 5 entries: number 1, C, carries -0.0340; number 2, C, carries -0.1485; number 3, C, carries -0.5051; number 4, F, carries 0.1518; number 5, H, carries 0.0850

- Among the records above, which one has the highest F_max?
  C22H26ClIrNOP

- Which of these has the lowest F_max?
  C64H94Be2F24N6O20

- Which formula does entry 1 have?
  C22H26ClIrNOP

Copy entry 1 word for word.
Density functional theory data (the ωB97M-V functional and the def2-TZVPD basis) for a molecular structure, C22H26ClIrNOP at a distorted geometry.

Properties
F_max = 7.49 eV/Å
HOMO-LUMO gap (alpha / beta) = 0.326 / 0.177 Eh
2S+1 = 5
Total charge = +2

Element x y z (Å)
C  -3.9321  1.6604  0.1521
P  -0.4644  -0.0814  -1.0983
H  -3.3392  3.7264  -2.5268
Cl  -0.8132  -2.8539  -0.0722
H  1.0116  -0.6038  -5.8669
H  4.4648  2.8049  -0.8358
C  -1.9141  1.0155  -1.0281
H  -2.5949  0.0322  0.7490
C  1.8303  -2.3785  5.4016
H  2.2767  -0.9096  -1.1847
H  1.7018  -2.5743  1.4331
Ir  -0.3894  -0.7630  0.8662
H  1.1714  0.3941  -3.5789
C  -1.6257  -2.2103  -4.4072
H  -0.3071  -1.2666  6.2289
H  2.7778  -1.9075  5.1269
H  -0.5357  -0.2921  4.7476
C  1.0981  0.8836  -0.9561
H  1.9276  -3.4718  5.2736
H  0.8538  4.5159  2.0903
C  3.5214  0.8653  -0.9738
C  -0.4219  -1.2968  5.1440
H  1.5761  -2.1326  6.4335
H  -2.3045  -1.8708  -2.3970
C  -4.1237  2.7130  -0.7719
C  -2.8141  0.8210  0.0028
C  1.8555  -2.6169  2.5219
C  -3.2100  2.8983  -1.8153
C  -0.6642  -1.8831  -5.3660
H  0.0975  4.5147  2.1692
C  2.3029  2.9660  -0.7992
O  -0.2573  -1.3047  2.6770
C  1.0855  2.2813  -0.8584
H  1.8860  -3.6721  2.8498
H  -4.9889  3.3828  -0.6426
H  -1.3707  2.2049  -2.7414
C  0.7584  -1.9160  3.2241
C  0.4539  -0.4091  -3.7809
H  2.3077  4.0582  -0.7581
H  -4.6215  1.5046  0.9804
H  -1.2828  -1.9120  4.8642
C  3.5134  2.2645  -0.8494
C  -2.0986  2.0559  -1.9581
H  4.4630  0.3256  -1.0608
H  -2.4781  -2.8297  -4.6832
H  2.8170  -2.1261  2.7805
H  -0.7579  -2.2722  -6.3751
C  0.3519  -0.9608  -5.0705
C  -0.4666  -0.8126  -2.7834
C  -1.5260  -1.6671  -3.1337
N  0.7571  -1.8818  4.5628
H  0.1357  2.8146  -0.8613
C  2.3058  0.1734  -1.0450

natural (NBO) atomic charge list, values in e, 5 entries: number 1, C, carries -0.1887; number 2, P, carries 1.0461; number 3, H, carries 0.2487; number 4, Cl, carries -0.2616; number 5, H, carries 0.2453